Entry 1:
# C37H60CsN4P2

A structure of composition C37H60CsN4P2 (ωB97M-V with the def2-TZVPD basis set, the Open Molecules 2025 dataset).

XYZ file:
```
104
Properties=species:S:1:pos:R:3
Cs 0.685 -0.162 -0.122
C 4.090 4.114 0.805
C 3.725 2.651 1.061
C 3.829 1.831 -0.225
C 2.362 2.543 1.718
C 1.210 2.994 1.091
C -0.056 2.949 1.682
C -1.140 3.713 0.898
C -2.556 3.786 1.466
C -1.214 3.335 -0.593
C -0.163 2.404 2.986
C 1.018 2.069 3.685
C 2.243 2.096 3.024
C 1.047 1.893 5.201
C 2.047 0.862 5.728
C 1.387 3.250 5.838
C -1.472 2.231 3.715
C -1.853 3.257 4.582
C -3.013 3.193 5.331
C -3.829 2.077 5.229
C -3.464 1.048 4.380
C -2.296 1.091 3.610
P -1.901 -0.290 2.453
C -3.507 -0.780 1.573
C -3.047 -1.547 0.318
C -4.192 0.496 1.076
C -4.532 -1.651 2.303
C -1.402 -1.690 3.613
C -1.173 -2.969 2.803
C -0.056 -1.248 4.186
C -2.318 -1.980 4.806
H 5.104 4.194 0.409
H 4.033 4.697 1.725
H 3.411 4.566 0.080
H 4.449 2.238 1.771
H 3.097 2.161 -0.969
H 3.683 0.764 -0.029
H 4.815 1.946 -0.678
H 1.311 3.458 0.116
H -0.767 4.745 0.916
H -3.003 2.807 1.608
H -3.180 4.342 0.764
H -2.596 4.309 2.416
H -1.476 2.290 -0.785
H -0.293 3.555 -1.133
H -1.994 3.948 -1.050
H 3.139 1.829 3.571
H 0.050 1.608 5.542
H 3.079 1.176 5.569
H 1.915 -0.121 5.280
H 1.914 0.753 6.805
H 2.397 3.551 5.553
H 1.348 3.183 6.926
H 0.706 4.035 5.518
H -1.232 4.141 4.641
H -3.281 4.012 5.985
H -4.742 2.007 5.806
H -4.106 0.182 4.314
H -2.428 -0.908 -0.315
H -3.919 -1.844 -0.271
H -2.489 -2.452 0.555
H -3.514 1.095 0.464
H -4.562 1.119 1.891
H -5.044 0.219 0.450
H -4.123 -2.613 2.604
H -5.360 -1.853 1.617
H -4.959 -1.168 3.180
H -0.520 -2.791 1.942
H -2.097 -3.415 2.438
H -0.682 -3.709 3.440
H 0.679 -1.032 3.402
H 0.349 -2.030 4.836
H -0.181 -0.352 4.789
H -3.317 -2.295 4.515
H -2.404 -1.108 5.453
H -1.881 -2.787 5.401
C -3.335 0.670 -4.357
C -2.281 0.424 -3.383
N -1.452 0.231 -2.615
H -3.164 1.624 -4.852
H -4.301 0.694 -3.857
H -3.337 -0.124 -5.102
C 6.202 -2.368 3.091
N 5.817 -3.341 2.072
C 5.100 -4.436 2.723
N 3.940 -4.001 3.498
C 4.378 -3.002 4.472
N 5.078 -1.864 3.879
C 4.180 -1.057 3.060
P 3.422 -1.988 1.639
C 5.018 -2.729 1.015
C 2.889 -3.474 2.633
H 6.711 -1.529 2.612
H 6.902 -2.854 3.773
H 5.793 -4.937 3.402
H 4.778 -5.154 1.967
H 5.057 -3.488 5.175
H 3.508 -2.639 5.025
H 4.729 -0.199 2.662
H 3.374 -0.659 3.682
H 5.603 -1.942 0.532
H 4.791 -3.475 0.250
H 2.562 -4.255 1.941
H 2.023 -3.203 3.243
```

The value obtained for the orbital gap is 8.3 eV. For the HOMO energy, the calculation gives -10.37 eV. The charge is +1. Its multiplicity is 1.

---

Entry 2:
# CH3AlFO

A structure of composition CH3AlFO (ωB97M-V with the def2-TZVPD basis set, the Open Molecules 2025 dataset).

XYZ file:
```
7
Properties=species:S:1:pos:R:3
Al -1.052 -1.506 -0.594
C 0.775 0.451 0.190
O -0.405 -0.043 0.099
H 1.478 -0.125 0.828
H 1.249 0.699 -0.709
H 0.682 1.366 0.854
F -2.727 -0.843 -0.668
```

The value obtained for the orbital gap is 6.6 eV. For the HOMO energy, the calculation gives -16.13 eV. The charge is +1. Its multiplicity is 1.

---

Entry 3:
# C26H44B2KO7SSn

A structure of composition C26H44B2KO7SSn (ωB97M-V with the def2-TZVPD basis set, the Open Molecules 2025 dataset).

XYZ file:
```
82
Properties=species:S:1:pos:R:3
Sn 28.389 9.364 -21.506
K 26.105 10.475 -17.303
B 28.225 9.015 -18.348
H 28.683 10.013 -18.136
H 27.280 9.137 -18.915
H 28.933 8.397 -19.048
H 28.047 8.411 -17.416
B 26.261 11.395 -20.259
H 26.070 10.309 -20.047
H 27.186 11.699 -19.697
H 26.361 11.523 -21.414
H 25.405 12.083 -19.909
C 24.192 9.320 -12.661
S 24.778 9.235 -14.364
O 24.406 10.599 -14.930
C 26.580 9.100 -14.097
H 23.138 9.598 -12.660
H 24.682 10.124 -12.108
H 24.248 8.396 -12.086
H 26.869 8.303 -13.411
H 26.806 10.029 -13.565
H 27.174 9.012 -15.005
C 31.286 15.187 -17.158
C 30.208 16.036 -17.388
C 28.999 15.497 -17.800
C 28.840 14.122 -17.925
C 29.931 13.290 -17.803
C 31.169 13.828 -17.458
H 32.280 15.558 -16.948
H 30.313 17.098 -17.213
H 28.122 16.119 -17.926
H 27.857 13.703 -18.087
H 29.784 12.217 -17.856
H 32.058 13.248 -17.243
C 30.915 5.900 -15.615
C 31.263 5.981 -14.282
C 31.231 7.198 -13.581
C 30.737 8.364 -14.199
C 30.261 8.234 -15.498
C 30.341 7.042 -16.176
H 30.913 4.961 -16.148
H 31.784 5.165 -13.795
H 31.418 7.164 -12.516
H 30.613 9.242 -13.582
H 29.878 9.150 -15.939
H 30.014 7.039 -17.211
O 31.436 9.440 -20.601
C 32.256 9.528 -19.711
O 33.548 9.446 -19.937
C 34.300 9.433 -18.691
C 33.304 10.025 -17.707
C 31.946 9.495 -18.196
H 35.171 10.075 -18.780
H 34.551 8.391 -18.502
H 33.335 11.111 -17.797
H 33.542 9.765 -16.676
H 31.174 10.170 -17.845
H 31.841 8.434 -17.978
O 23.563 4.000 -15.841
C 24.700 4.379 -15.839
O 25.662 3.767 -15.145
C 26.964 4.250 -15.514
C 26.663 5.668 -16.036
C 25.239 5.527 -16.614
H 27.446 3.515 -16.159
H 27.580 4.345 -14.620
H 27.437 6.047 -16.703
H 26.620 6.312 -15.157
H 25.358 5.261 -17.665
H 24.669 6.432 -16.424
O 29.178 6.517 -21.063
C 29.012 5.561 -20.323
O 30.047 5.124 -19.628
C 29.587 4.103 -18.708
C 28.251 3.638 -19.244
C 27.735 4.884 -19.953
H 29.407 4.536 -17.717
H 30.299 3.326 -18.437
H 27.581 3.203 -18.504
H 28.393 2.825 -19.960
H 27.318 5.625 -19.258
H 27.010 4.659 -20.729
```

The value obtained for the orbital gap is 5.9 eV. For the HOMO energy, the calculation gives -11.23 eV. The charge is +1. Its multiplicity is 1.

---

Entry 4:
# C36H41ClN2O10

A cluster of 7 separate species, C36H41ClN2O10 in total (ωB97M-V with the def2-TZVPD basis set, the Open Molecules 2025 dataset).

XYZ file:
```
90
Properties=species:S:1:pos:R:3
C 1.443 2.249 -4.220
C 0.621 1.284 -3.576
N 1.371 -0.025 -3.434
C 2.108 -0.431 -2.260
C 2.667 -1.634 -2.790
N 2.239 -1.868 -4.084
C 1.465 -0.908 -4.446
C 2.444 -3.114 -4.904
H 2.417 2.340 -3.738
H 0.751 3.092 -4.008
H 1.499 2.053 -5.305
H -0.229 1.048 -4.138
H 0.136 1.667 -2.683
H 2.272 -0.063 -1.403
H 3.382 -2.398 -2.341
H 0.986 -0.754 -5.462
H 1.651 -3.080 -5.700
H 2.203 -3.842 -4.338
H 3.530 -3.179 -5.239
Cl 0.185 -0.172 0.687
C -1.145 -2.994 5.294
C -2.051 -3.150 6.531
C -2.628 -2.041 7.079
C -2.579 -0.754 6.483
C -1.609 -0.567 5.473
C -0.965 -1.647 4.901
O 0.098 -1.450 3.909
O -3.335 -2.225 8.286
H -0.553 -3.762 4.923
H -2.253 -4.119 6.851
H -2.949 0.303 7.019
H -1.420 0.551 5.103
H -0.286 -1.112 3.061
H -3.840 -3.039 8.065
C -3.792 1.758 -2.341
C -4.196 1.550 -3.880
C -3.718 0.415 -4.541
C -2.852 -0.559 -3.841
C -2.299 -0.157 -2.563
C -2.943 0.874 -1.789
O -2.505 1.053 -0.522
O -4.190 0.243 -5.761
H -4.286 2.413 -1.836
H -4.864 2.241 -4.325
H -2.527 -1.455 -4.499
H -1.719 -0.846 -2.151
H -1.888 0.562 -0.463
H -4.231 -0.824 -5.883
C 3.345 3.763 -1.638
C 2.264 3.043 -0.649
C 1.010 3.561 -0.548
C 0.535 4.635 -1.271
C 1.496 5.310 -2.157
C 2.806 4.851 -2.301
O 3.631 5.551 -3.212
O 0.223 2.992 0.442
H 4.389 3.207 -1.803
H 2.730 2.249 -0.005
H -0.527 4.947 -1.095
H 1.012 6.140 -2.621
H 3.594 6.458 -3.232
H 0.274 2.186 0.659
C 2.953 1.094 3.045
C 3.493 2.102 3.990
C 4.723 2.704 3.640
C 5.558 2.188 2.625
C 5.131 1.056 1.851
C 3.817 0.638 1.961
O 3.401 -0.334 1.083
O 5.182 3.791 4.370
H 1.950 0.461 3.193
H 2.904 2.457 4.781
H 6.492 2.727 2.628
H 5.883 0.705 1.143
H 2.436 -0.424 1.064
H 5.926 4.466 4.061
C -2.884 -4.967 0.214
C -2.194 -3.651 0.658
C -2.922 -2.786 1.395
C -4.250 -2.974 1.773
C -4.866 -4.215 1.521
C -4.165 -5.210 0.820
O -4.814 -6.439 0.486
O -2.431 -1.599 2.001
H -2.213 -5.690 -0.257
H -1.123 -3.323 0.343
H -4.788 -2.386 2.273
H -5.977 -4.377 1.880
H -4.172 -7.023 0.038
H -1.446 -1.405 1.648
```

The value obtained for the orbital gap is 7.0 eV. For the HOMO energy, the calculation gives -7.48 eV. The charge is 0. Its multiplicity is 1.

---

Entry 5:
# C6H10O

An isolated molecule of C6H10O (ωB97M-V with the def2-TZVPD basis set, the Open Molecules 2025 dataset).

XYZ file:
```
17
Properties=species:S:1:pos:R:3
C -1.426 -0.305 1.656
C -1.098 -0.381 0.170
C 0.182 0.304 -0.337
C 0.298 0.066 -1.855
O 0.050 1.696 -0.041
C 1.462 -0.180 0.230
C 2.599 -0.436 0.538
H -2.370 -0.839 1.825
H -1.553 0.731 1.981
H -0.656 -0.778 2.276
H -1.909 0.097 -0.393
H -1.075 -1.429 -0.146
H 1.284 0.374 -2.216
H 0.137 -0.995 -2.086
H -0.455 0.650 -2.386
H 0.930 2.034 0.166
H 3.636 -0.667 0.641
```

The SMILES is C#C[C@](C)(O)CC. The value obtained for the orbital gap is 11.1 eV. For the HOMO energy, the calculation gives -10.09 eV. The charge is 0. Its multiplicity is 1.

---

Please write out number 2 again, unchanged.
# CH3AlFO

A structure of composition CH3AlFO (ωB97M-V with the def2-TZVPD basis set, the Open Molecules 2025 dataset).

XYZ file:
```
7
Properties=species:S:1:pos:R:3
Al -1.052 -1.506 -0.594
C 0.775 0.451 0.190
O -0.405 -0.043 0.099
H 1.478 -0.125 0.828
H 1.249 0.699 -0.709
H 0.682 1.366 0.854
F -2.727 -0.843 -0.668
```

The value obtained for the orbital gap is 6.6 eV. For the HOMO energy, the calculation gives -16.13 eV. The charge is +1. Its multiplicity is 1.